No. 1
{"formula": "C19H42P2SiSn", "method": "the ωB97M-V functional and the def2-TZVPD basis", "elements": ["H", "C", "H", "C", "C", "H", "H", "C", "H", "P", "C", "H", "H", "H", "C", "H", "H", "C", "H", "H", "Si", "H", "C", "C", "H", "H", "H", "C", "C", "H", "C", "C", "H", "H", "C", "Sn", "H", "C", "H", "H", "H", "H", "H", "H", "H", "H", "H", "H", "H", "H", "C", "H", "H", "H", "H", "P", "H", "C", "H", "H", "H", "C", "H", "C", "H"], "coordinates": [[0.65746, -0.00201, -4.44264], [-0.31959, 0.22232, -3.99546], [1.16762, 1.91645, 4.81825], [-0.86890, 0.30230, 2.75732], [0.49109, -3.50307, -3.24141], [1.30499, 3.51154, -2.94216], [-3.05058, 2.11771, 4.79809], [1.00993, 2.71547, -3.63780], [1.77230, -0.72026, 0.45411], [-0.12183, 1.57725, -2.78000], [0.11928, 2.23855, 4.74552], [-2.06287, -0.85836, -3.23650], [0.35457, -1.64637, 0.28947], [2.38628, -0.21868, -3.24684], [0.58623, 1.68272, -1.05883], [-2.00461, -3.60287, -1.72072], [-3.49128, 0.45129, 4.35231], [0.09133, 0.40451, -0.32449], [1.41721, -3.17590, -3.73959], [3.89459, 1.94107, -0.18721], [-1.00675, 0.73480, 4.57531], [2.78730, 1.01368, 0.76232], [-1.35979, -2.75439, 2.72043], [0.92490, -0.86582, -0.22556], [-3.00405, 0.82226, 6.02182], [0.04292, 2.91320, 3.88373], [0.75202, -4.32428, -2.56080], [2.17172, -0.28880, -2.17743], [-1.50191, -2.78412, -1.18869], [1.90631, 2.14690, -3.93207], [2.98221, 1.33322, -0.27887], [-1.03279, -1.07190, -3.56681], [0.51530, 3.14202, -4.52153], [-0.92076, 0.67900, -4.80185], [-0.35238, -0.56817, 5.74821], [-2.45345, -0.99876, 1.87369], [2.01974, 3.26645, -0.60250], [3.25873, 0.08883, -1.22889], [2.00490, -2.28344, -1.51976], [-2.55228, 1.70576, -2.91313], [-0.10754, 0.74376, 0.68995], [-0.98032, -3.37347, 1.89965], [-1.84987, 2.95563, -1.81943], [-0.12384, 2.80753, 5.65042], [-0.99069, 1.26253, 2.22643], [-1.07094, -3.19777, -0.26335], [0.73117, -0.43448, 5.87825], [-2.26223, -2.03598, -0.91420], [-1.72905, 3.16402, -3.59849], [-0.84142, -0.41711, 6.72201], [1.37100, -1.38698, -1.65607], [-0.09907, 2.49449, -0.74248], [-0.22609, -3.84668, -3.99884], [4.17538, 0.28772, -1.77168], [-0.54405, -1.59694, 5.41785], [-0.25338, -2.12222, -2.30260], [0.09887, -0.14657, 2.47465], [-1.72690, 2.43069, -2.77716], [-0.88305, 0.14427, -0.75533], [3.47278, -0.74844, -0.54006], [-1.14508, -1.73447, -4.44694], [1.91242, 2.19536, -0.73384], [-0.54115, -2.42326, 3.37468], [-2.81102, 1.05862, 4.96626], [-2.09104, -3.34035, 3.29129]], "total_energy_ev": -52662.9046, "charge": 0, "homo_ev": [-4.27, -4.27], "gap_ha": [0.1321, 0.1322], "e_lumo_ev": [-0.68, -0.68], "molar_mass_g_mol": 479.29, "relative_energy_kcal_mol": 129.1}

=====

No. 2
{"formula": "C3H2O3", "method": "the ωB97M-V functional and the def2-TZVPD basis", "elements": ["O", "C", "H", "H", "C", "C", "O", "O"], "coordinates": [[-1.97574, -0.08906, 0.79149], [0.03339, 0.43487, -0.33670], [-0.53750, 0.84119, 1.85693], [1.43996, -0.77901, -1.57560], [-0.87794, 0.39358, 0.90318], [0.91854, -0.78412, -0.59809], [1.03766, -1.65467, 0.22518], [0.00983, 1.35476, -1.11716]], "total_energy_ev": -9283.9371, "smiles": "O=CC(=O)C=O", "charge": 0, "homo_ev": -10.05, "gap_ha": 0.3270, "e_lumo_ev": -1.15, "molar_mass_g_mol": 86.05, "relative_energy_kcal_mol": 36.7}

=====

No. 3
{"formula": "C30H60O10", "method": "the ωB97M-V functional and the def2-TZVPD basis", "elements": ["C", "H", "H", "O", "C", "H", "C", "C", "C", "H", "H", "H", "H", "H", "H", "H", "H", "H", "H", "H", "O", "H", "C", "H", "H", "O", "H", "C", "C", "H", "H", "H", "H", "C", "H", "C", "H", "H", "H", "C", "C", "H", "O", "H", "O", "C", "H", "H", "H", "C", "C", "H", "O", "H", "H", "C", "H", "H", "H", "C", "C", "H", "H", "O", "C", "H", "H", "H", "C", "H", "H", "H", "C", "C", "H", "H", "C", "C", "C", "O", "H", "H", "H", "H", "H", "C", "C", "H", "O", "C", "C", "C", "H", "H", "H", "H", "H", "H", "H", "O"], "coordinates": [[-4.09496, -4.49693, 3.26792], [0.88453, 3.00309, 3.67664], [-1.54526, 0.44919, -5.72223], [4.06843, 0.99168, -3.62355], [-0.38365, -0.66288, -4.41081], [-0.02550, -4.75751, 0.80731], [2.56690, 2.67005, -2.76878], [-3.06137, -3.67878, 3.93943], [-0.85645, 4.20926, 3.52494], [-4.88169, -4.84122, 4.00868], [1.77509, 2.93800, -3.71662], [1.21275, -4.87416, -1.85664], [-6.73707, -0.86630, 2.30985], [-4.29213, 1.27689, -0.89403], [-1.61351, -4.98982, 0.59772], [-0.97651, 1.46472, 0.60189], [-4.52885, -3.84709, 2.50855], [-3.78128, 5.03400, -1.72864], [5.16095, 2.09272, 3.33090], [2.11280, 2.10253, -2.21110], [-0.65669, -7.04419, -0.72843], [3.29148, 1.86786, 1.53154], [0.01574, 3.03053, 3.05127], [0.65621, -1.47530, -0.53526], [-6.12183, 0.15661, 3.53254], [6.28549, 2.28525, 0.42342], [-2.21864, 4.83685, 5.03005], [-0.08314, 1.21968, -0.06108], [3.84760, 2.48352, 0.76234], [-0.36009, 1.09792, -1.09308], [3.43381, 3.51188, 0.71119], [6.74586, 3.15801, 2.82766], [-3.62265, -5.40446, 2.75898], [-3.50526, 1.64146, -1.44988], [0.45995, 3.07463, 1.94513], [0.55081, 0.12916, 0.64493], [2.34175, -2.46439, 0.55603], [2.41304, -2.74908, -1.18609], [0.11287, -1.85657, 1.13542], [-5.73857, -0.75067, 2.88357], [-3.41332, 3.12933, -1.10239], [-1.40654, -2.41250, 3.65017], [-3.18556, -3.24803, 5.12652], [5.04690, 3.82116, 2.87210], [-4.38366, -0.87535, 1.00074], [5.64131, 2.90724, 2.63837], [3.68217, -0.40672, 0.15041], [-2.71203, 0.99948, -1.05732], [-2.01603, -2.71986, 1.89308], [0.86679, -1.58126, -4.44906], [0.46300, -5.48165, -2.17890], [-2.57100, 0.66549, 1.84478], [1.55382, 0.21334, 1.31101], [5.12745, -0.29025, -0.97804], [-2.22207, -1.23064, -5.56560], [-1.88672, -3.15861, 3.04812], [3.62054, -0.52198, -1.51389], [4.90975, 3.98905, -3.43734], [1.02820, -6.12713, -2.61838], [5.35090, 2.55627, 1.25922], [-3.93867, 4.14070, -2.17210], [4.33034, 3.55183, -4.84697], [6.01155, 2.80706, -4.20385], [-3.05531, 3.47969, 0.00087], [-1.72815, 3.86599, 4.70720], [0.13530, -5.07654, -3.04347], [2.48352, 3.74122, -2.35192], [-3.49375, 1.43310, -2.50944], [-1.26682, -0.61731, -5.69515], [0.64412, -2.54205, -4.56448], [-1.15068, 3.52692, 5.54277], [-3.33231, 3.92304, -3.01483], [-0.09889, -1.26633, 0.29272], [-0.70646, -4.72783, -0.07728], [-0.72809, -3.59412, -0.38987], [0.67122, 2.07904, -0.10655], [3.89168, 2.20052, -3.42866], [-4.50840, -0.37776, 2.03308], [4.25394, -2.32347, -0.56761], [5.32599, -2.99117, -0.66894], [-1.19983, -1.06596, 0.34403], [-4.92470, 4.01219, -2.25168], [-1.02925, -3.87617, 2.91150], [-2.51404, 3.18194, 4.35446], [-0.56059, 1.88318, 3.10789], [4.86557, 3.24919, -3.94133], [4.28480, -0.74125, -0.71395], [3.08346, -4.08449, -0.03384], [-0.71080, 0.01779, -3.42624], [-0.42102, -5.93599, -1.03189], [-3.33954, 0.43598, 2.71984], [2.92289, -2.89934, -0.23010], [1.41668, -1.44950, -3.49864], [-2.90366, -0.10127, 3.36891], [1.75652, -1.10406, -5.17055], [3.99627, 2.30485, -0.49067], [-3.78372, 1.52907, 2.93187], [-0.77219, -0.54799, -6.64080], [-5.36729, -1.54820, 3.60512], [-0.88456, 5.31398, 2.87523]], "total_energy_ev": -52545.0845, "smiles": "CC(C)=O.CC(C)=O.CC(C)=O.CC(C)=O.CC(C)=O.CC(C)=O.CC(C)=O.CC(C)=O.CC(C)=O.CC(C)=O", "charge": 0, "homo_ev": -9.28, "gap_ha": 0.3488, "e_lumo_ev": 0.21, "molar_mass_g_mol": 580.80, "relative_energy_kcal_mol": 303.2}